(w)
Entry from the OMol25 dataset: a molecular structure, CHF3N3 (ωB97M-V/def2-TZVPD).

XYZ file:
```
8
CHF3N3 | the OMol25 dataset | ωB97M-V/def2-TZVPD
C 2.14033 -0.33227 -0.02663
N 0.99454 -0.29932 0.02353
N -0.21112 -0.65866 -0.10131
N -1.26289 0.04800 0.08723
F 3.33359 -0.30708 0.13591
F -1.25177 0.96417 1.11886
F -1.66096 1.02620 -1.15760
H -2.08172 -0.44103 -0.07999
```

Computed properties:
Orbital gap (alpha / beta): 7.92 / 8.46 eV
Total charge: +1
HOMO level (alpha / beta): -13.3342 / -17.8150 eV
Spin multiplicity: 3

In the natural (NBO) picture, each atom carries the following charge in e: C 0.9558; N -0.1506; N 0.1132; N 0.1421; F -0.1109; F -0.1478; F -0.2403; H 0.4384

(x)
Entry from the OMol25 dataset: a molecular structure, CHF3N3 (ωB97M-V/def2-TZVPD).

XYZ file:
```
8
CHF3N3 | the OMol25 dataset | ωB97M-V/def2-TZVPD
C 2.64852 -0.21627 0.10753
N 1.88784 -1.17882 0.08141
N 1.37200 0.00375 0.79347
N 0.36200 0.70428 0.17801
F 3.70556 0.39808 0.10007
F 0.17205 1.82776 0.86096
F 0.57739 1.02234 -1.22516
H -0.80872 0.05169 0.23282
```

Computed properties:
Orbital gap (alpha / beta): 5.81 / 8.42 eV
Total charge: +1
HOMO level (alpha / beta): -12.1421 / -17.9279 eV
Spin multiplicity: 3

In the natural (NBO) picture, each atom carries the following charge in e: C 0.5937; N -0.0664; N -0.1136; N 0.4162; F -0.1491; F -0.0659; F -0.1209; H 0.5059

Stability, descending: (w), (x)

(w)
Entry from the OMol25 dataset: 2 unconnected molecules or ions with the total composition C2H6NO2P (ωB97M-V/def2-TZVPD).

XYZ file:
```
12
C2H6NO2P | the OMol25 dataset | ωB97M-V/def2-TZVPD
C 0.40830 0.05549 -1.04934
C -1.21182 -0.04608 1.28870
N -2.45277 -0.64392 -3.00522
O -2.62610 -1.26023 -2.02170
O -1.35646 -0.22792 -3.37294
P -0.38453 1.06539 0.17699
H 1.39494 0.54270 -1.20721
H 0.60457 -0.94655 -0.62222
H -0.27612 -0.01349 -1.85922
H -0.54940 -0.85978 1.55042
H -1.50774 0.54269 2.13671
H -2.13012 -0.50712 0.85080
```

Computed properties:
Orbital gap (alpha / beta): 8.79 / 4.82 eV
Total charge: 0
HOMO level (alpha / beta): -9.0705 / -7.4995 eV

In the natural (NBO) picture, each atom carries the following charge in e: C -1.0078; C -1.0070; N 0.5089; O -0.2516; O -0.2824; P 0.6131; H 0.2505; H 0.2261; H 0.2412; H 0.2298; H 0.2404; H 0.2389

(x)
Entry from the OMol25 dataset: 2 unconnected molecules or ions with the total composition C2H6NO2P (ωB97M-V/def2-TZVPD).

XYZ file:
```
12
C2H6NO2P | the OMol25 dataset | ωB97M-V/def2-TZVPD
C 0.46071 -1.17135 0.51760
C 0.38577 -0.13311 1.55824
N -1.30535 0.76355 -0.85791
O 0.77318 -2.29143 0.39598
O -0.27963 -1.25803 -2.24382
P -0.01619 -0.31075 -1.18230
H 0.30346 0.81184 0.86755
H 1.35401 -0.05402 2.18423
H -0.53879 -0.23960 2.30018
H -1.16068 1.66962 -0.35382
H -1.82014 0.81969 -1.64698
H 1.84366 1.39359 -1.53894
```

Computed properties:
Orbital gap (alpha / beta): 8.44 / 7.35 eV
Total charge: 0
HOMO level (alpha / beta): -9.4017 / -8.1830 eV

In the natural (NBO) picture, each atom carries the following charge in e: C 0.3644; C -0.7432; N -1.1736; O -0.4405; O -1.0301; P 1.6773; H 0.2254; H 0.2675; H 0.2771; H 0.4132; H 0.3965; H -0.2339

(y)
Entry from the OMol25 dataset: a molecular structure, C2H6NO2P (ωB97M-V/def2-TZVPD).

XYZ file:
```
12
C2H6NO2P | the OMol25 dataset | ωB97M-V/def2-TZVPD
C -0.83447 -0.74534 0.15214
C -0.42022 0.39607 -0.33256
N 0.38217 1.19937 0.40832
O 3.01300 0.42910 -0.81364
O 1.41246 -1.25828 0.10338
P 2.33766 0.00987 0.42492
H -0.83473 -0.99672 1.19258
H -1.12067 -1.43214 -0.51006
H -0.34194 0.45470 -1.36738
H 0.25371 1.06994 1.49124
H 0.50555 2.20818 0.13804
H 1.52237 -1.51022 -0.77330
```

Computed properties:
Orbital gap: 9.51 eV
Total charge: 0
HOMO level: -8.6563 eV

In the natural (NBO) picture, each atom carries the following charge in e: C -0.3763; C -0.0686; N -0.8238; O -1.1148; O -1.0056; P 1.4807; H 0.1909; H 0.1942; H 0.2009; H 0.4076; H 0.4187; H 0.4962

(z)
Entry from the OMol25 dataset: C2H6NO2P in the gas phase (ωB97M-V/def2-TZVPD).

XYZ file:
```
12
C2H6NO2P | the OMol25 dataset | ωB97M-V/def2-TZVPD
N -2.19404 0.69112 0.44167
C -1.42154 -0.29742 -0.10032
O -1.62689 -1.38856 -0.55915
P 0.56837 0.35939 -0.16301
C 1.87026 -1.06525 -0.26564
O 1.84342 0.05291 0.71334
H -1.76113 1.44088 1.12007
H -3.17764 0.50784 0.41330
H 0.19628 1.58245 0.34332
H 1.09134 1.13399 -1.23636
H 2.81399 -0.93000 -0.80204
H 1.79758 -2.08732 0.09483
```

Computed properties:
Orbital gap: 8.81 eV
Total charge: 0
HOMO level: -8.2598 eV
Structure (SMILES): NC(=O)[PH2]1CO1

In the natural (NBO) picture, each atom carries the following charge in e: N -0.8559; C 0.5224; O -0.5561; P 1.1386; C -0.4207; O -0.8079; H 0.4400; H 0.4095; H -0.1897; H -0.0486; H 0.1798; H 0.1884

Stability, descending: (y), (z), (x), (w)

(w)
Entry from the OMol25 dataset: C21H24N2O4 in the gas phase (ωB97M-V/def2-TZVPD).

XYZ file:
```
51
C21H24N2O4 | the OMol25 dataset | ωB97M-V/def2-TZVPD
C -5.42304 -3.14032 1.00550
O -4.27188 -2.74154 0.30650
C -4.06028 -1.39996 0.09118
C -4.92844 -0.41376 0.54341
C -4.68874 0.92964 0.31487
C -3.56828 1.33155 -0.39319
C -3.24663 2.78486 -0.58919
C -2.39040 3.29938 0.58199
N -1.15176 2.57060 0.68433
C 0.04334 3.11433 0.34804
O 0.17686 4.29769 0.09239
C 1.18942 2.16065 0.31778
C 2.31650 2.53888 -0.40588
C 3.41524 1.71132 -0.50348
C 3.41977 0.46978 0.13489
N 4.52497 -0.37835 0.01619
C 5.53307 -0.16068 -1.00823
C 6.30192 -1.48151 -1.05409
C 6.16909 -1.99524 0.37303
C 4.84934 -1.41057 0.85253
O 4.22408 -1.78894 1.81416
C 2.30049 0.09638 0.88026
C 1.20518 0.93092 0.97032
C -2.70090 0.35105 -0.85124
C -2.91376 -1.00562 -0.62326
O -1.93769 -1.80344 -1.14239
C -1.96901 -3.20473 -0.99452
H -6.33804 -2.83800 0.48563
H -5.43511 -2.74502 2.02658
H -5.37510 -4.22790 1.04347
H -5.81489 -0.69152 1.09034
H -5.38710 1.66288 0.68902
H -4.16294 3.37407 -0.63560
H -2.69129 2.92615 -1.51738
H -2.12984 4.34906 0.43047
H -2.94817 3.19463 1.51877
H -1.23917 1.56789 0.74278
H 2.31200 3.50322 -0.89137
H 4.27133 2.04502 -1.06787
H 6.19482 0.66638 -0.72179
H 5.05907 0.07869 -1.96237
H 5.81892 -2.17122 -1.74735
H 7.33490 -1.34327 -1.36627
H 6.96075 -1.60836 1.01852
H 6.16283 -3.07986 0.45823
H 2.29789 -0.84757 1.39785
H 0.37008 0.61334 1.57740
H -1.82172 0.61473 -1.42042
H -1.06634 -3.56007 -1.49171
H -2.84582 -3.64371 -1.47468
H -1.94553 -3.50198 0.05582
```

Computed properties:
Orbital gap: 8.79 eV
Total charge: 0
HOMO level: -8.1119 eV
Structure (SMILES): COc1ccc(CCNC(=O)c2ccc(N3CCCC3=O)cc2)cc1OC

In the natural (NBO) picture, each atom carries the following charge in e: C -0.2493; O -0.5116; C 0.2025; C -0.2631; C -0.2359; C -0.0200; C -0.4253; C -0.2140; N -0.6164; C 0.6612; O -0.6308; C -0.1642; C -0.1427; C -0.2821; C 0.2504; N -0.4552; C -0.2061; C -0.4043; C -0.4988; C 0.6916; O -0.5974; C -0.2612; C -0.1646; C -0.2931; C 0.3387; O -0.5103; C -0.2399; H 0.1767; H 0.1764; H 0.2001; H 0.2182; H 0.2112; H 0.2168; H 0.2172; H 0.2399; H 0.1908; H 0.4028; H 0.2377; H 0.2151; H 0.1881; H 0.2099; H 0.2100; H 0.2193; H 0.2295; H 0.2376; H 0.2548; H 0.2099; H 0.2281; H 0.1881; H 0.1818; H 0.1820

(x)
Entry from the OMol25 dataset: C21H24N2O4 in the gas phase (ωB97M-V/def2-TZVPD).

XYZ file:
```
51
C21H24N2O4 | the OMol25 dataset | ωB97M-V/def2-TZVPD
C 4.30028 3.27417 1.98960
O 4.67296 2.53333 0.85376
C 4.19115 1.27182 0.71561
C 3.34519 0.63597 1.61051
C 2.89458 -0.65279 1.37032
C 3.28958 -1.32181 0.22352
C 2.89780 -2.72690 -0.04663
O 3.68075 -3.55491 -0.47035
N 1.61499 -3.10158 0.25769
C 0.47342 -2.33269 0.48412
C 0.28992 -1.08325 -0.10567
C -0.86525 -0.36615 0.13516
C -1.86623 -0.88170 0.95125
C -3.08360 -0.08342 1.29973
O -3.32437 0.22598 2.45467
N -3.88511 0.28221 0.27595
C -3.72919 -0.15383 -1.09612
C -5.10295 -0.31460 -1.74092
C -5.82370 1.03652 -1.82028
C -5.41297 1.93764 -0.64845
C -5.05140 1.09888 0.56829
C -1.68559 -2.13142 1.53231
C -0.53604 -2.85622 1.29064
C 4.17160 -0.70609 -0.66703
C 4.62015 0.58079 -0.44344
O 5.46481 1.26794 -1.25708
C 5.97259 0.61171 -2.39317
H 3.21690 3.42658 2.03452
H 4.63766 2.79300 2.91339
H 4.79542 4.23820 1.88506
H 3.02701 1.13680 2.51042
H 2.24755 -1.12889 2.09049
H 1.47807 -4.10564 0.26288
H 1.05105 -0.67694 -0.75252
H -0.98571 0.60921 -0.31216
H -3.14407 0.57791 -1.66894
H -3.18880 -1.10360 -1.11053
H -5.68537 -1.01795 -1.14383
H -4.98732 -0.74281 -2.73694
H -5.58227 1.53427 -2.76066
H -6.90144 0.86948 -1.80527
H -6.22335 2.61969 -0.39147
H -4.54748 2.54272 -0.92404
H -4.80262 1.72556 1.42834
H -5.89749 0.46199 0.85501
H -2.45399 -2.52988 2.17739
H -0.40598 -3.83089 1.73855
H 4.48739 -1.26930 -1.53039
H 6.53179 -0.28907 -2.12135
H 6.64456 1.32526 -2.86722
H 5.17517 0.34473 -3.09469
```

Computed properties:
Orbital gap: 8.77 eV
Total charge: 0
HOMO level: -8.1658 eV
Structure (SMILES): COc1ccc(C(=O)Nc2ccc(C(=O)N3CCCCC3)cc2)cc1OC

In the natural (NBO) picture, each atom carries the following charge in e: C -0.2520; O -0.4785; C 0.2696; C -0.2912; C -0.1877; C -0.1722; C 0.6810; O -0.5950; N -0.6186; C 0.1641; C -0.2594; C -0.1302; C -0.1601; C 0.6701; O -0.6235; N -0.4363; C -0.2129; C -0.4115; C -0.4011; C -0.4127; C -0.2194; C -0.1556; C -0.2479; C -0.2707; C 0.3219; O -0.4929; C -0.2530; H 0.1770; H 0.1773; H 0.2027; H 0.2241; H 0.2247; H 0.4106; H 0.2286; H 0.2102; H 0.1806; H 0.2243; H 0.2039; H 0.2184; H 0.2051; H 0.2070; H 0.2198; H 0.2011; H 0.2385; H 0.1867; H 0.2262; H 0.2148; H 0.2376; H 0.1803; H 0.2014; H 0.1747

Stability, descending: (w), (x)